Entry 1:
Entry from the OMol25 dataset: a structure of composition C24H48BBaF4NO12 in a non-equilibrium geometry (wB97M-V/def2-TZVPD).

Results
Molar mass   766.8 Da
E_LUMO   -0.141 Eh
E_tot   -63956.58383 eV
Frontier orbital gap   2.644 eV
Energy above the lowest of the compared OMol25 structures with the same formula, charge and spin   0.884 eV
Highest occupied orbital energy   -6.474 eV

XYZ file:
```
91
C24H48BBaF4NO12 wB97M-V/def2-TZVPD
Ba -2.4386 -1.1841 4.6727
B -0.8360 0.0225 -0.0519
F -1.2007 0.5920 -1.2192
F 0.4880 -0.4128 -0.1559
F -0.9943 0.9249 1.0061
F -1.4759 -1.1893 0.1934
C 1.8205 3.9821 5.4378
C 1.4363 3.4653 6.7944
O 2.0921 3.5974 7.7728
O 0.2987 2.9358 6.7640
H 1.0255 4.1792 4.7187
H 2.4232 3.2866 4.8538
H 2.3908 4.9070 5.5244
C 4.9540 5.3019 0.0372
C 5.5508 4.0663 0.4761
C 6.6472 4.2022 1.3469
C 7.0629 5.4482 1.8164
C 6.4323 6.6521 1.3436
C 5.3371 6.5758 0.5108
N 8.0767 5.5096 2.8004
O 8.5211 4.4982 3.2655
O 8.4081 6.6327 3.1473
H 4.0125 5.2453 -0.4891
H 5.2829 3.1365 -0.0037
H 7.1284 3.2887 1.6638
H 6.8915 7.5972 1.5930
H 4.8145 7.4866 0.2584
C -7.2653 -2.7891 5.1779
O -6.2930 -2.9177 4.1399
C -6.8315 -3.1727 2.7862
C -7.3278 -1.9039 2.1419
O -6.3162 -1.0476 1.9988
C -6.4948 0.0136 1.0035
H -6.8912 -2.3761 6.1147
H -7.9405 -3.6285 5.3436
H -7.9187 -2.0007 4.8041
H -7.7015 -3.8279 2.7413
H -6.0677 -3.6066 2.1409
H -8.2699 -1.6078 2.6031
H -7.6014 -2.1866 1.1254
H -7.1626 0.8207 1.3051
H -6.6129 -0.2796 -0.0396
H -5.6276 0.6730 0.9680
C -2.0085 4.1417 -8.1434
O -1.5372 5.3091 -7.3802
C -1.2135 4.9968 -6.0132
C -0.7672 6.1576 -5.1162
O 0.5351 6.4860 -5.4769
C 0.9836 7.7598 -4.9822
H -2.5216 4.5965 -8.9907
H -2.6945 3.4097 -7.7172
H -1.2366 3.6554 -8.7399
H -0.3983 4.2760 -6.0757
H -1.9938 4.5296 -5.4123
H -0.9783 6.1252 -4.0473
H -1.3588 7.0301 -5.3934
H 0.6959 8.4215 -5.7992
H 2.0707 7.8300 -4.9436
H 0.5353 8.1802 -4.0820
C 2.3981 -2.8782 4.9356
O 1.2539 -3.5290 4.3038
C 1.6902 -4.7760 3.7092
C 0.5200 -5.5397 3.2800
O -0.5344 -5.5054 4.2420
C -0.6726 -6.7384 4.9849
H 2.0680 -1.9614 5.4242
H 3.1933 -2.6692 4.2200
H 2.7091 -3.3809 5.8513
H 2.4006 -5.3246 4.3276
H 2.3448 -4.5260 2.8743
H 0.7951 -6.5556 2.9965
H 0.2248 -5.1841 2.2928
H 0.2894 -7.1847 5.2368
H -1.1472 -7.5078 4.3758
H -1.3188 -6.5150 5.8338
C -0.3935 -6.9885 -4.9824
O 0.8381 -6.4390 -5.3921
C 1.5878 -5.7518 -4.3564
C 2.4476 -4.7522 -5.0354
O 1.7511 -3.8993 -5.9892
C 0.4693 -3.4528 -5.4787
H -0.1572 -7.9347 -4.4957
H -0.8982 -7.1982 -5.9255
H -1.1396 -6.4523 -4.3960
H 2.0628 -6.5227 -3.7497
H 0.9027 -5.3209 -3.6263
H 3.3758 -5.2034 -5.3860
H 2.8108 -4.1229 -4.2230
H -0.3218 -4.2011 -5.5246
H 0.1769 -2.5582 -6.0286
H 0.3340 -3.2413 -4.4180
```



Entry 2:
Entry from the OMol25 dataset: a structure of composition C24H48ClGeSeSiV (wB97M-V/def2-TZVPD).

Results
Molar mass   602.7 Da
E_LUMO (spin up / spin down)   0.086 / 0.085 Eh
E_tot   -193616.15242 eV
Frontier orbital gap (spin up / spin down)   5.773 / 6.246 eV
Energy above the lowest of the compared OMol25 structures with the same formula, charge and spin   0.000 eV
Highest occupied orbital energy (spin up / spin down)   -3.444 / -3.924 eV
Charge   -1
2S+1   4

XYZ file:
```
77
C24H48ClGeSeSiV wB97M-V/def2-TZVPD
V 1.2544 -0.2057 1.1553
Cl 0.9446 -1.6875 3.9716
C 1.5099 -0.0089 3.2719
H 2.5456 0.0359 3.6270
H 0.9211 0.6892 3.8725
C -3.1401 -3.3664 -1.8984
Ge -2.3605 -4.6926 -0.6989
C -3.7241 -6.0120 -0.1954
C -0.8750 -5.6021 -1.5848
C -1.7147 -3.7469 0.8985
Se -0.3293 -2.4326 0.4058
C 1.2129 -3.5485 0.8200
H -3.5303 -3.8430 -2.7968
H -2.3838 -2.6402 -2.1923
H -3.9556 -2.8321 -1.4132
H -4.1014 -6.5248 -1.0790
H -4.5640 -5.5289 0.3012
H -3.3126 -6.7585 0.4821
H -1.2333 -6.1093 -2.4804
H -0.4148 -6.3450 -0.9355
H -0.1180 -4.8786 -1.8824
H -1.2913 -4.3938 1.6660
H -2.5345 -3.1984 1.3656
H 1.1466 -4.4788 0.2592
H 1.2341 -3.7251 1.8940
H 2.1168 -3.0157 0.5224
C 5.7134 -0.4071 -1.0414
C 5.6058 0.0923 0.2482
C 4.3630 0.1807 0.8614
C 3.1629 -0.1955 0.2368
C 3.3272 -0.6962 -1.0664
C 4.5598 -0.8070 -1.6998
H 6.6804 -0.4833 -1.5250
H 6.4957 0.4149 0.7804
H 4.3286 0.5712 1.8764
H 2.4528 -1.0108 -1.6391
H 4.6164 -1.2043 -2.7086
C 0.1290 4.7580 0.1909
C 0.6065 3.4833 0.8826
C 0.3022 3.6395 2.3766
C 2.1376 3.4410 0.7973
Si -0.1211 1.7726 0.2246
C -1.9920 1.6507 0.8632
C -2.8070 2.9445 0.8866
C -1.9867 1.0559 2.2770
C -2.7829 0.6504 0.0129
C -0.2062 1.9043 -1.7393
C -1.2347 2.8732 -2.3218
C 1.1701 2.3008 -2.2837
C -0.4901 0.5160 -2.3272
H 0.5547 5.6346 0.6955
H -0.9567 4.8656 0.2110
H 0.4453 4.8084 -0.8526
H 0.8582 4.4991 2.7711
H 0.6143 2.7628 2.9453
H -0.7531 3.8175 2.5839
H 2.5512 4.3593 1.2329
H 2.5172 3.3620 -0.2185
H 2.5408 2.5940 1.3507
H -2.4056 3.6792 1.5861
H -3.8372 2.7336 1.1999
H -2.8556 3.4209 -0.0944
H -1.4439 1.6597 3.0000
H -1.5402 0.0593 2.2989
H -3.0174 0.9544 2.6386
H -2.9900 1.0182 -0.9927
H -3.7498 0.4484 0.4903
H -2.2639 -0.3070 -0.0860
H -1.1030 3.8923 -1.9560
H -2.2609 2.5764 -2.0969
H -1.1426 2.9039 -3.4148
H 1.4191 3.3419 -2.0773
H 1.1807 2.1762 -3.3735
H 1.9663 1.6771 -1.8757
H -1.4539 0.1074 -2.0298
H 0.2712 -0.2087 -2.0320
H -0.4787 0.5688 -3.4227
```



Entry 3:
Entry from the OMol25 dataset: a structure of composition C24H48Cu3O18S3 in a non-equilibrium geometry (wB97M-V/def2-TZVPD).

Results
Molar mass   911.5 Da
E_LUMO (spin up / spin down)   0.004 / -0.074 Eh
E_tot   -228941.07617 eV
Frontier orbital gap (spin up / spin down)   8.694 / 6.585 eV
Energy above the lowest of the compared OMol25 structures with the same formula, charge and spin   2.203 eV
Highest occupied orbital energy (spin up / spin down)   -8.587 / -8.585 eV
2S+1   4

XYZ file:
```
96
C24H48Cu3O18S3 wB97M-V/def2-TZVPD
Cu 6.1806 5.9252 5.0317
Cu 10.7035 4.3381 3.5474
Cu 9.5998 7.0576 0.2913
S 11.6958 5.2394 0.3753
O 11.6666 6.7147 0.5097
O 10.3220 5.1889 -0.2054
O 12.8478 4.7674 -0.4017
O 11.6427 4.6651 1.7128
S 8.1587 4.0012 5.8636
O 9.4218 3.8860 5.2064
O 7.0270 3.9357 4.9235
O 8.0378 3.1068 6.9907
O 7.9364 5.3477 6.2479
S 8.2048 6.4967 2.3486
O 9.1033 5.4346 2.7321
O 9.1543 7.6309 2.2769
O 7.8181 6.2897 0.9552
O 7.1200 6.7117 3.2948
C 8.7880 7.1221 -4.3062
C 7.5009 7.4380 -3.5935
C 7.7548 6.7087 -2.2399
O 9.0650 7.1964 -1.9670
C 9.7014 7.5270 -3.1597
H 8.9914 7.5396 -5.2923
H 8.9333 6.0696 -4.5496
H 6.6466 6.9925 -4.1032
H 7.3510 8.4951 -3.3738
H 7.7509 5.6272 -2.3753
H 6.9760 6.9024 -1.5022
H 10.6731 7.0385 -3.0873
H 9.7932 8.6122 -3.2035
C 11.3440 8.1407 5.6146
C 12.6287 8.2303 4.7598
C 12.4641 7.1320 3.7612
O 11.5139 6.1586 4.3117
C 10.6479 6.8072 5.3108
H 10.6981 8.9663 5.3158
H 11.5243 8.3222 6.6741
H 13.4385 8.0322 5.4619
H 12.6976 9.2260 4.3218
H 13.3823 6.6236 3.4673
H 12.0524 7.6020 2.8680
H 10.5346 6.2126 6.2173
H 9.6984 7.1498 4.8994
C 6.6063 10.1364 6.0191
C 6.9853 9.5453 7.3364
C 6.7738 8.0037 7.2836
O 6.3943 7.8414 5.9231
C 6.8171 8.9496 5.1017
H 7.1388 10.9873 5.5943
H 5.5538 10.3935 6.1379
H 6.5279 9.9878 8.2213
H 8.0379 9.7482 7.5342
H 5.9530 7.8857 7.9910
H 7.6088 7.4202 7.6712
H 6.0804 9.0457 4.3040
H 7.8780 8.9574 4.8516
C 7.9498 1.4587 2.4835
C 8.7708 0.3967 3.1668
C 10.1401 1.1042 3.4492
O 10.0402 2.4072 2.7775
C 8.9616 2.2906 1.8621
H 7.2806 1.9680 3.1769
H 7.2359 1.0909 1.7465
H 8.9760 -0.4753 2.5458
H 8.3148 -0.0118 4.0686
H 10.9066 0.5119 2.9494
H 10.3573 1.1109 4.5173
H 9.2712 1.8492 0.9148
H 8.5772 3.2626 1.5529
C 8.9480 11.3891 -0.0718
C 10.4746 11.3373 0.1603
C 10.6693 9.8929 0.5783
O 9.5674 9.2231 -0.0250
C 8.6404 10.0564 -0.6872
H 8.5866 12.2992 -0.5505
H 8.3260 11.4021 0.8232
H 10.9006 11.9612 0.9460
H 10.9540 11.5681 -0.7910
H 10.7062 9.9650 1.6653
H 11.5864 9.4485 0.1915
H 7.6681 9.5898 -0.5288
H 8.9511 10.1340 -1.7291
C 4.4529 4.5874 1.2797
C 3.5170 5.6426 1.7344
C 3.9630 6.2066 3.1012
O 4.9153 5.1774 3.5235
C 5.0167 4.1105 2.6143
H 5.1277 4.9260 0.4935
H 3.9623 3.7558 0.7739
H 2.5756 5.1184 1.8988
H 3.5704 6.4402 0.9934
H 3.0532 6.1083 3.6934
H 4.5511 7.1244 3.0981
H 4.5148 3.3238 3.1775
H 6.0889 3.9193 2.5712
```